{"formula": "C40H41AsBrMgN3O2", "method": "ωB97M-V/def2-TZVPD", "symbols": ["Mg", "O", "C", "C", "C", "C", "C", "C", "C", "O", "N", "N", "C", "C", "Br", "C", "C", "C", "C", "C", "C", "C", "H", "H", "H", "H", "H", "H", "H", "H", "H", "H", "H", "H", "H", "H", "C", "C", "C", "C", "C", "C", "As", "N", "C", "C", "C", "C", "C", "C", "C", "C", "C", "C", "C", "C", "C", "C", "C", "C", "C", "C", "H", "H", "H", "H", "H", "H", "H", "H", "H", "H", "H", "H", "H", "H", "H", "H", "H", "H", "H", "H", "H", "H", "H", "H", "H", "H", "H"], "xyz": [[-0.550927, -2.170048, -0.474277], [-5.181745, -3.727967, -2.945416], [-4.210562, -3.669411, -3.903490], [-4.595898, -3.842595, -5.226007], [-3.645530, -3.790354, -6.232633], [-2.310519, -3.561850, -5.929086], [-1.930294, -3.403470, -4.605040], [-2.865755, -3.460780, -3.581468], [-2.413374, -3.364670, -2.134629], [-1.077439, -3.163042, -1.979154], [-3.246004, -2.269848, -1.513576], [-2.701879, -1.983858, -0.229867], [-3.495083, -1.452718, 0.606067], [-3.101112, -1.145432, 1.976365], [-1.485696, -1.946814, 2.551478], [-3.889393, -0.378406, 2.735816], [-3.731191, 0.110979, 4.106976], [-2.494210, 0.398754, 4.687513], [-2.430393, 0.876391, 5.986503], [-3.590478, 1.068786, 6.722798], [-4.826116, 0.802756, 6.149059], [-4.894409, 0.341607, 4.846405], [-4.842086, -3.274861, -2.155341], [-5.642370, -4.009976, -5.444761], [-3.952927, -3.925249, -7.262059], [-1.570434, -3.517633, -6.717004], [-0.895807, -3.249960, -4.328488], [-2.747025, -4.277510, -1.609804], [-3.115207, -1.442238, -2.096261], [-4.518438, -1.215853, 0.315510], [-4.820031, -0.083564, 2.255737], [-1.582848, 0.277189, 4.121339], [-1.466629, 1.102707, 6.423178], [-3.532740, 1.437811, 7.738416], [-5.735195, 0.963019, 6.713243], [-5.859076, 0.145326, 4.393318], [-1.509627, 5.881610, -0.705227], [-0.838612, 4.535308, -0.735360], [-0.082233, 4.127159, -1.825237], [0.540793, 2.886249, -1.860719], [1.343697, 2.534276, -3.089420], [0.431522, 2.010852, -0.761662], [1.231178, 0.241035, -1.149198], [0.867031, -0.997380, 0.167328], [1.622165, -1.184738, 1.315884], [2.265733, -0.154654, 2.014832], [2.962053, -0.404489, 3.186757], [3.041531, -1.685924, 3.714379], [2.424112, -2.725431, 3.031731], [1.740552, -2.479675, 1.852448], [3.181052, 0.465504, -0.951444], [3.908059, -0.660186, -1.378680], [3.248934, -1.928821, -1.862111], [5.299203, -0.642599, -1.337307], [6.003657, 0.459895, -0.888109], [7.507023, 0.471944, -0.852222], [5.274168, 1.560948, -0.464756], [3.883155, 1.591372, -0.481967], [3.243483, 2.861359, 0.022878], [-0.342936, 2.405197, 0.337345], [-0.532709, 1.574174, 1.580429], [-0.958353, 3.655714, 0.327217], [-1.341168, 6.426534, -1.633380], [-1.127969, 6.489724, 0.116990], [-2.586963, 5.780421, -0.563432], [0.024985, 4.791688, -2.676367], [1.333250, 3.362961, -3.796321], [0.938690, 1.653173, -3.592449], [2.386761, 2.312510, -2.850339], [2.210419, 0.854312, 1.632548], [3.447294, 0.420567, 3.694936], [3.585929, -1.873586, 4.630100], [2.487415, -3.739161, 3.408193], [1.303058, -3.317095, 1.311273], [2.465163, -1.730032, -2.595204], [2.789994, -2.468655, -1.031517], [3.989035, -2.582413, -2.321648], [5.841928, -1.522291, -1.666773], [7.916091, -0.485715, -1.172005], [7.871903, 0.676843, 0.155664], [7.907485, 1.246767, -1.508543], [5.804932, 2.432602, -0.095059], [3.987159, 3.456720, 0.551984], [2.410817, 2.681023, 0.699414], [2.850720, 3.471413, -0.792246], [-0.336723, 0.521388, 1.405200], [-1.553956, 1.688680, 1.951392], [0.137184, 1.910168, 2.376480], [-1.549240, 3.945533, 1.191940]], "forces_ev_per_angstrom": [[-0.2, -0.2, -0.1], [0.0, 0.0, 0.0], [0.0, 0.0, 0.0], [0.0, 0.0, 0.0], [0.0, 0.0, 0.0], [0.0, 0.0, 0.0], [0.0, 0.0, 0.0], [0.0, 0.0, 0.0], [0.0, 0.0, 0.0], [0.0, 0.1, 0.1], [0.0, 0.0, 0.0], [0.0, 0.1, -0.1], [0.0, 0.0, 0.0], [0.0, 0.0, 0.0], [0.0, 0.0, 0.0], [0.0, 0.0, 0.0], [0.0, 0.0, 0.0], [0.0, 0.0, 0.0], [0.0, 0.0, 0.0], [0.0, 0.0, 0.0], [0.0, 0.0, 0.0], [0.0, 0.0, 0.0], [0.0, 0.0, 0.0], [0.0, 0.0, 0.0], [0.0, 0.0, 0.0], [0.0, 0.0, 0.0], [0.0, 0.0, 0.0], [0.0, 0.0, 0.0], [0.0, 0.0, 0.0], [0.0, 0.0, 0.0], [0.0, 0.0, 0.0], [0.0, 0.0, 0.0], [0.0, 0.0, 0.0], [0.0, 0.0, 0.0], [0.0, 0.0, 0.0], [0.0, 0.0, 0.0], [0.0, 0.0, 0.0], [0.0, 0.0, 0.0], [0.0, 0.0, 0.0], [0.0, 0.0, 0.0], [0.0, 0.0, 0.0], [0.0, 0.0, 0.0], [0.0, 0.0, 0.0], [0.1, 0.1, 0.1], [0.0, 0.0, 0.0], [0.0, 0.0, 0.0], [0.0, 0.0, 0.0], [0.0, 0.0, 0.0], [0.0, 0.0, 0.0], [0.0, 0.0, 0.0], [0.0, 0.0, 0.0], [0.0, 0.0, 0.0], [0.0, 0.0, 0.0], [0.0, 0.0, 0.0], [0.0, 0.0, 0.0], [0.0, 0.0, 0.0], [0.0, 0.0, 0.0], [0.0, 0.0, 0.0], [0.0, 0.0, 0.0], [0.0, 0.0, 0.0], [0.0, 0.0, 0.0], [0.0, 0.0, 0.0], [0.0, 0.0, 0.0], [0.0, 0.0, 0.0], [0.0, 0.0, 0.0], [0.0, 0.0, 0.0], [0.0, 0.0, 0.0], [0.0, 0.0, 0.0], [0.0, 0.0, 0.0], [0.0, 0.0, 0.0], [0.0, 0.0, 0.0], [0.0, 0.0, 0.0], [0.0, 0.0, 0.0], [0.0, 0.0, 0.0], [0.0, 0.0, 0.0], [0.0, 0.0, 0.0], [0.0, 0.0, 0.0], [0.0, 0.0, 0.0], [0.0, 0.0, 0.0], [0.0, 0.0, 0.0], [0.0, 0.0, 0.0], [0.0, 0.0, 0.0], [0.0, 0.0, 0.0], [0.0, 0.0, 0.0], [0.0, 0.0, 0.0], [0.0, 0.0, 0.0], [0.0, 0.0, 0.0], [0.0, 0.0, 0.0], [0.0, 0.0, 0.0]], "e_homo_ev": -7.327, "lumo_ev": -0.918, "largest_force_ev_per_a": 0.26, "orbital_gap_ev": 6.408, "energy_ev": -187038.087}